# 1
Computed, not measured: a structure of composition C62H49KN4O5, with ωB97M-V/def2-TZVPD.

Positions of all 121 atoms, in Å:
K  -0.009  -0.621  -0.526
C  6.169  6.615  -4.012
O  4.735  6.670  -3.760
C  4.173  5.513  -3.213
C  2.814  5.299  -3.362
C  2.187  4.275  -2.608
C  2.930  3.415  -1.789
C  4.274  3.692  -1.653
C  4.870  4.722  -2.349
C  2.262  2.354  -0.968
C  2.951  1.117  -1.061
C  3.839  0.796  -2.125
C  4.195  -0.487  -1.864
C  3.569  -0.909  -0.684
N  2.771  0.069  -0.243
C  3.639  -2.191  -0.093
C  2.693  -2.786  0.867
C  2.878  -3.870  1.738
C  1.707  -4.027  2.468
C  0.845  -2.963  2.079
C  -0.517  -2.932  2.473
C  -1.197  -4.105  3.022
C  -2.021  -4.000  4.178
C  -2.618  -5.128  4.737
C  -2.278  -6.392  4.293
O  -2.869  -7.555  4.735
C  -3.192  -7.712  6.079
C  -1.483  -6.519  3.100
C  -0.994  -5.382  2.470
C  -1.316  -1.727  2.334
N  -0.724  -0.534  2.192
C  -1.725  0.355  2.116
C  -1.661  1.693  1.793
C  -2.868  2.632  1.914
C  -3.167  3.165  3.176
C  -4.235  4.029  3.296
C  -5.071  4.227  2.249
O  -6.181  4.958  2.402
C  -6.411  5.513  3.682
C  -4.796  3.679  1.012
C  -3.670  2.922  0.861
C  -0.529  2.390  1.146
C  -0.393  3.803  1.048
C  0.712  4.059  0.322
C  1.234  2.688  -0.152
N  0.427  1.770  0.446
C  -3.044  -0.258  2.404
C  -2.778  -1.547  2.573
N  1.466  -2.234  1.081
C  4.547  -3.224  -0.576
C  5.932  -2.835  -0.887
C  6.877  -3.801  -1.295
C  6.486  -5.172  -1.411
O  7.308  -6.220  -1.843
C  8.331  -5.970  -2.790
C  5.195  -5.493  -1.129
C  4.171  -4.528  -0.704
H  6.367  7.244  -4.857
H  6.463  5.610  -4.360
H  6.724  6.882  -3.124
H  2.206  5.973  -3.987
H  1.130  4.052  -2.783
H  4.880  3.042  -1.075
H  5.891  5.002  -2.117
H  4.316  1.484  -2.865
H  4.877  -1.063  -2.435
H  3.714  -4.548  1.804
H  1.508  -4.768  3.245
H  -2.263  -2.994  4.467
H  -3.374  -5.028  5.509
H  -3.575  -8.793  6.246
H  -3.978  -7.032  6.463
H  -2.287  -7.502  6.676
H  -1.453  -7.447  2.549
H  -0.452  -5.550  1.573
H  -2.618  2.912  4.108
H  -4.439  4.392  4.306
H  -7.391  6.016  3.597
H  -5.644  6.234  4.003
H  -6.458  4.812  4.603
H  -5.303  3.907  0.136
H  -3.300  2.564  -0.093
H  -0.881  4.603  1.561
H  1.115  5.026  0.050
H  -3.997  0.301  2.391
H  -3.504  -2.326  2.794
H  6.389  -1.879  -0.854
H  7.880  -3.512  -1.586
H  8.960  -6.858  -2.897
H  8.953  -5.107  -2.490
H  7.847  -5.810  -3.764
H  4.906  -6.503  -1.422
H  3.083  -4.682  -0.646
O  2.048  0.846  2.757
H  1.442  0.131  2.520
H  2.440  1.073  1.895
C  -8.009  2.658  -1.977
C  -7.570  1.705  -1.108
C  -6.258  1.197  -1.197
C  -5.419  1.629  -2.209
C  -5.948  2.535  -3.172
C  -7.168  3.056  -3.013
C  -4.010  1.156  -2.249
C  -3.202  1.456  -3.250
C  -1.936  0.788  -3.339
C  -1.875  -0.596  -3.581
C  -0.641  -1.225  -3.803
C  0.539  -0.445  -3.760
C  0.501  0.931  -3.464
C  -0.704  1.497  -3.206
H  -8.998  3.151  -1.804
H  -8.334  1.236  -0.395
H  -5.862  0.479  -0.463
H  -5.248  2.837  -3.990
H  -7.521  3.873  -3.636
H  -3.754  0.384  -1.503
H  -2.813  -1.100  -3.563
H  -0.578  -2.312  -4.047
H  1.468  -0.927  -4.032
H  1.428  1.454  -3.391
H  -0.752  2.580  -2.931

As for the HOMO energy (alpha / beta): -1.397 / -1.253 eV. As for the charge: -2. Its multiplicity is 1. The calculation puts the relative energy (zero: lowest compared OMol25 entry of this formula, charge and spin) at 0.000 eV. The LUMO energy (alpha / beta) is 3.614 / 3.614 eV.

***

# 2
Computed, not measured: a structure of composition C62H53AlNO4P3S2, with ωB97M-V/def2-TZVPD.

Positions of all 126 atoms, in Å:
Al  0.410  -0.307  0.801
O  1.289  -2.020  1.349
S  1.208  -1.674  2.813
O  0.652  -2.637  3.688
O  0.438  -0.368  2.689
C  2.817  -1.235  3.340
C  3.231  -1.698  4.578
C  4.482  -1.320  5.052
C  5.284  -0.492  4.286
C  4.852  -0.037  3.047
C  3.608  -0.403  2.546
P  3.095  0.161  0.873
C  3.885  1.788  0.762
C  3.185  2.851  1.330
C  3.747  4.115  1.392
C  5.017  4.329  0.878
C  5.727  3.276  0.319
C  5.170  2.007  0.268
C  4.022  -0.989  -0.196
C  4.157  -2.321  0.193
C  4.782  -3.236  -0.639
C  5.289  -2.834  -1.864
C  5.186  -1.504  -2.248
C  4.560  -0.588  -1.420
H  2.584  -2.341  5.153
H  4.822  -1.671  6.014
H  6.257  -0.196  4.651
H  5.495  0.611  2.469
H  2.192  2.693  1.740
H  3.193  4.929  1.837
H  5.459  5.314  0.921
H  6.723  3.438  -0.067
H  5.750  1.192  -0.141
H  3.775  -2.657  1.149
H  4.880  -4.264  -0.321
H  5.783  -3.547  -2.507
H  5.606  -1.176  -3.188
H  4.505  0.448  -1.727
C  -2.693  1.359  0.193
N  -3.544  0.416  0.872
C  -2.904  -0.606  1.660
P  -1.753  -1.673  0.649
C  -1.716  -3.281  1.474
C  -2.047  -3.422  2.817
C  -1.999  -4.672  3.415
C  -1.609  -5.779  2.680
C  -1.268  -5.641  1.340
C  -1.324  -4.398  0.737
C  -2.668  -1.990  -0.881
C  -2.189  -1.561  -2.114
C  -2.943  -1.744  -3.265
C  -4.183  -2.358  -3.184
C  -4.660  -2.806  -1.959
C  -3.903  -2.635  -0.815
C  -4.814  0.161  0.297
C  -5.148  0.665  -0.961
C  -6.399  0.416  -1.511
C  -7.341  -0.328  -0.827
C  -7.019  -0.815  0.430
C  -5.777  -0.578  0.990
P  -1.087  1.738  1.008
C  -0.588  3.211  0.067
C  0.652  3.274  -0.553
C  1.044  4.414  -1.239
C  0.188  5.500  -1.315
C  -1.052  5.453  -0.689
C  -1.435  4.321  0.006
C  -1.480  2.319  2.672
C  -0.437  2.466  3.584
C  -0.684  2.973  4.846
C  -1.977  3.322  5.212
C  -3.022  3.165  4.314
C  -2.778  2.666  3.043
H  -3.217  2.318  0.098
H  -2.425  1.054  -0.835
H  -3.641  -1.243  2.145
H  -2.315  -0.152  2.469
H  -2.328  -2.567  3.417
H  -2.261  -4.777  4.457
H  -1.571  -6.752  3.148
H  -0.970  -6.505  0.765
H  -1.083  -4.300  -0.315
H  -1.210  -1.108  -2.169
H  -2.557  -1.417  -4.222
H  -4.778  -2.497  -4.076
H  -5.624  -3.287  -1.896
H  -4.282  -2.992  0.134
H  -4.440  1.234  -1.544
H  -6.627  0.813  -2.490
H  -8.314  -0.514  -1.257
H  -7.747  -1.380  0.995
H  -5.587  -0.961  1.981
H  1.336  2.440  -0.482
H  2.019  4.453  -1.703
H  0.489  6.392  -1.846
H  -1.712  6.307  -0.729
H  -2.386  4.318  0.524
H  0.570  2.171  3.315
H  0.128  3.087  5.550
H  -2.171  3.711  6.200
H  -4.029  3.427  4.602
H  -3.605  2.533  2.360
O  0.387  -0.006  -1.025
S  1.440  0.045  -2.163
C  1.164  -1.486  -3.016
C  1.004  -1.512  -4.392
C  0.889  -2.743  -5.021
C  0.938  -3.913  -4.280
C  1.104  -3.864  -2.901
C  1.223  -2.645  -2.256
C  0.846  1.272  -3.277
C  -0.505  1.560  -3.426
C  -0.868  2.573  -4.296
C  0.102  3.266  -5.011
C  1.446  2.966  -4.852
C  1.829  1.970  -3.965
H  0.953  -0.600  -4.969
H  0.752  -2.783  -6.092
H  0.845  -4.867  -4.777
H  1.150  -4.777  -2.324
H  1.371  -2.617  -1.181
H  -1.256  1.030  -2.858
H  -1.912  2.822  -4.419
H  -0.194  4.051  -5.692
H  2.196  3.515  -5.401
H  2.876  1.749  -3.808

As for the HOMO energy: -11.954 eV. As for the charge: +2. Its multiplicity is 1. The calculation puts the relative energy (zero: lowest compared OMol25 entry of this formula, charge and spin) at 0.000 eV. The LUMO energy is -4.659 eV.